# 1
# C3H11N2S

2 unconnected molecules or ions with the total composition C3H11N2S (ωB97M-V with the def2-TZVPD basis set, the Open Molecules 2025 dataset).

Positions of all 17 atoms, in Å:
1 C -3.0203 -0.2233 -0.3366
2 C -0.0785 0.3693 -0.6682
3 C -2.0876 0.2842 0.6683
4 N -0.8316 0.4262 0.5786
5 N 1.3061 0.6215 -0.2918
6 S 3.7182 -1.0554 0.9494
7 H -3.0348 0.3086 -1.2351
8 H -2.6007 -1.2078 -0.6923
9 H -4.0765 -0.2264 -0.1488
10 H 4.5471 -0.0682 1.0371
11 H 0.0159 -0.6720 -1.2535
12 H -0.4352 1.0253 -1.4403
13 H -2.5985 0.3523 1.6297
14 H 1.6440 -0.0768 0.3347
15 H 1.8882 0.4976 -1.0910
16 H 1.4006 1.5076 0.0987
17 H 4.2436 -1.8628 1.8611

- Largest force on an atom: 3.91 eV Å⁻¹
- Net charge: +1
- M: 107.20 g/mol
- HOMO: -13.779 eV
- ΔE to the lowest compared entry with this formula, charge and spin: 2.057 eV
- E_LUMO: -3.24 eV

---

# 2
# C10H4FIO5S2Zr

A molecular structure, C10H4FIO5S2Zr (ωB97M-V with the def2-TZVPD basis set, the Open Molecules 2025 dataset).

Positions of all 24 atoms, in Å:
1 O -2.4907 2.0142 0.2678
2 C -1.3742 1.8270 -0.2732
3 C -0.7991 2.9024 -1.2227
4 C -0.0611 2.5414 -2.3260
5 C 0.2221 1.0313 -2.5723
6 O 0.3226 0.5185 -3.6459
7 C 0.3419 0.1590 -1.2682
8 C 1.2447 -1.0055 -1.1658
9 S 2.3109 -1.5207 -2.5418
10 C 1.3067 -1.8172 0.1374
11 I 2.6535 -3.4430 0.1510
12 C 0.4805 -1.4725 1.3269
13 S 0.4383 -2.3694 2.9222
14 O -0.9495 -2.3302 3.3487
15 O 1.2329 -1.6657 3.9021
16 F 0.8433 -3.9186 2.7665
17 C -0.3805 -0.2857 1.1892
18 O -1.1596 0.1676 2.2195
19 C -0.4643 0.5320 -0.1143
20 H -0.9530 3.9969 -1.0676
21 H 0.3763 3.2674 -3.0525
22 H 3.3205 -0.5537 -2.5188
23 H -2.0872 -0.0892 2.0191
24 Zr -4.3748 1.5139 1.5188

- Largest force on an atom: 6.70 eV Å⁻¹
- Net charge: +4
- M: 505.40 g/mol
- HOMO: -22.282 eV
- E_LUMO: -18.58 eV

---

# 3
# C18H36FN4O6

A gas-phase ion, C18H36FN4O6 (charge +1) (ωB97M-V with the def2-TZVPD basis set, the Open Molecules 2025 dataset).

Positions of all 65 atoms, in Å:
1 C -3.2073 2.1899 -4.5841
2 C -3.8525 2.6514 -3.1442
3 C -2.6337 2.7308 -2.0100
4 C -2.6433 1.2968 -1.2183
5 C -1.5140 1.2058 0.0124
6 O -1.9488 2.2484 0.9953
7 C -1.8008 -0.2414 0.7501
8 C -3.1890 -0.2920 1.6293
9 C -3.7148 -1.8564 1.9011
10 F -3.0426 0.3045 3.0097
11 N -0.6844 -0.6912 1.6649
12 C 0.6341 -0.8134 0.8724
13 C 1.6525 -1.6568 1.8416
14 C 2.5218 -2.8317 1.0313
15 C 1.6190 -4.1990 1.0917
16 C 2.2637 -5.2893 0.0488
17 O 3.0222 -4.9641 -1.0040
18 O 1.9476 -6.7114 0.2728
19 C 1.1740 0.6758 0.4274
20 C 2.4730 0.4524 -0.5474
21 C 3.9099 0.2909 0.2217
22 N 4.9820 1.2924 -0.2571
23 C 1.4318 1.6416 1.7257
24 O 2.3264 2.7856 1.4907
25 N 2.9248 3.0521 2.6769
26 O 4.0375 2.5499 2.7147
27 C 0.0162 1.4075 -0.5328
28 N 0.1195 0.7169 -1.9091
29 O 0.3481 2.8414 -0.8108
30 H -3.9597 2.2464 -5.4833
31 H -2.2804 2.8957 -4.7866
32 H -2.7930 1.0841 -4.4625
33 H -4.7305 1.9351 -2.7929
34 H -4.3490 3.7226 -3.2987
35 H -1.6273 3.0013 -2.5448
36 H -2.9804 3.5546 -1.2336
37 H -2.5002 0.4096 -2.0038
38 H -3.7546 1.1516 -0.8092
39 H -1.8113 3.1669 0.6196
40 H -1.8922 -1.0369 -0.1352
41 H -4.1010 0.2598 1.1475
42 H -2.8819 -2.5452 2.3522
43 H -4.1891 -2.3373 0.9175
44 H -4.6099 -1.7357 2.6801
45 H -0.9092 -1.6838 1.9578
46 H -0.5656 -0.1298 2.5361
47 H 0.4080 -1.4318 -0.0972
48 H 1.0637 -2.2592 2.6872
49 H 2.4514 -1.0151 2.4065
50 H 3.4898 -2.9990 1.7084
51 H 2.8062 -2.4694 -0.0453
52 H 0.5047 -3.8837 0.8317
53 H 1.6203 -4.5832 2.2156
54 H 2.2635 -7.2155 -0.5384
55 H 2.5774 1.4147 -1.2461
56 H 2.3434 -0.5259 -1.2194
57 H 3.8581 0.3069 1.3907
58 H 4.3584 -0.7766 -0.0680
59 H 5.7477 1.2115 0.4737
60 H 4.5562 2.2426 -0.1896
61 H 0.4033 2.1050 2.1164
62 H 1.8749 1.0693 2.6749
63 H -0.2063 1.3525 -2.6696
64 H -0.3798 -0.2002 -1.9033
65 H 1.0217 2.9108 -1.5491

- Largest force on an atom: 8.33 eV Å⁻¹
- Net charge: +1
- M: 423.51 g/mol
- HOMO: -11.766 eV
- E_LUMO: -3.19 eV

---

# 4
# C22H40AgN9O3P2S3

A molecular structure, C22H40AgN9O3P2S3 (ωB97M-V with the def2-TZVPD basis set, the Open Molecules 2025 dataset).

Positions of all 80 atoms, in Å:
1 Ag -0.1971 0.6496 0.4665
2 C 2.9378 1.2047 5.0856
3 S 2.0661 2.6449 4.4517
4 C 0.9367 1.9751 3.2554
5 S 0.9386 0.3042 2.8405
6 N 0.1855 2.9391 2.8142
7 N -0.6106 2.6151 1.7536
8 C -1.7315 3.2053 1.6715
9 C -2.6301 2.9305 0.5297
10 C -3.9202 3.4471 0.5337
11 C -4.7765 3.1215 -0.5033
12 C -4.3194 2.2938 -1.5148
13 C -3.0087 1.8414 -1.4461
14 N -2.1793 2.1566 -0.4619
15 H 3.2761 1.4537 6.0896
16 H 3.7905 0.9502 4.4603
17 H 2.2591 0.3553 5.1263
18 H -2.0654 3.8879 2.4526
19 H -4.2445 4.0747 1.3530
20 H -5.7913 3.4979 -0.5135
21 H -4.9582 1.9968 -2.3345
22 H -2.6061 1.1809 -2.2060
23 C 1.0209 3.1474 -1.9704
24 N 1.3150 2.0078 -2.8497
25 C 0.2976 1.7776 -3.8660
26 P 2.2153 0.8094 -2.1842
27 O 2.1592 0.6834 -0.7173
28 O 1.6695 -0.5391 -2.9346
29 P 0.4113 -1.3961 -2.3819
30 O -0.5493 -0.5840 -1.6096
31 N -0.1970 -1.9865 -3.7869
32 C 0.5395 -2.1691 -5.0246
33 C -1.4110 -2.7856 -3.6758
34 N 1.0289 -2.6368 -1.4915
35 C 2.0355 -3.4827 -2.1184
36 C 1.2553 -2.4446 -0.0612
37 N 3.7497 0.9605 -2.7362
38 C 4.0091 1.2020 -4.1428
39 C 4.8226 0.2798 -2.0247
40 H 0.9910 4.0581 -2.5711
41 H 1.7945 3.2528 -1.2133
42 H 0.0633 3.0083 -1.4597
43 H 0.0914 2.7268 -4.3630
44 H -0.6315 1.3963 -3.4333
45 H 0.6495 1.0733 -4.6181
46 H 1.4681 -1.6064 -5.0043
47 H -0.0596 -1.8140 -5.8670
48 H 0.7720 -3.2251 -5.2020
49 H -1.9754 -2.4860 -2.7949
50 H -1.1841 -3.8545 -3.6085
51 H -2.0315 -2.6141 -4.5570
52 H 1.8098 -3.6425 -3.1690
53 H 2.0436 -4.4572 -1.6275
54 H 3.0363 -3.0441 -2.0372
55 H 0.5330 -1.7343 0.3390
56 H 2.2557 -2.0494 0.1401
57 H 1.1391 -3.4038 0.4497
58 H 3.2459 1.8568 -4.5594
59 H 4.0370 0.2701 -4.7209
60 H 4.9756 1.6978 -4.2492
61 H 4.5452 0.1482 -0.9824
62 H 5.7276 0.8880 -2.0723
63 H 5.0417 -0.6991 -2.4673
64 C 0.0742 -2.8616 4.6186
65 C -1.2210 -2.1409 4.4541
66 C -2.0712 -1.7998 5.4572
67 C -3.2278 -1.0584 5.1076
68 N -3.5078 -0.6840 3.8835
69 C -2.6481 -1.0050 2.8758
70 S -2.8570 -0.5304 1.2942
71 N -1.5567 -1.7706 3.2013
72 C -4.1952 -0.6607 6.1803
73 H 0.1972 -3.1968 5.6454
74 H 0.8918 -2.1839 4.3650
75 H 0.1246 -3.7270 3.9555
76 H -1.8591 -2.0694 6.4804
77 H -0.9087 -1.9255 2.4384
78 H -4.6273 -1.5488 6.6454
79 H -4.9884 -0.0529 5.7556
80 H -3.6812 -0.1003 6.9625

- Largest force on an atom: 0.33 eV Å⁻¹
- Net charge: 0
- M: 744.64 g/mol
- HOMO: -6.942 eV
- ΔE to the lowest compared entry with this formula, charge and spin: 0.229 eV
- E_LUMO: 0.46 eV

---

# 5
# CH5BrSi

2 unconnected molecules or ions with the total composition CH5BrSi (ωB97M-V with the def2-TZVPD basis set, the Open Molecules 2025 dataset).

Positions of all 8 atoms, in Å:
1 C -3.2203 0.0410 -0.0305
2 Si 1.6061 -0.3632 -0.1015
3 Br 3.8319 -0.1059 -0.0417
4 H -2.6910 0.8331 -0.2620
5 H -4.3026 0.0278 -0.3579
6 H -2.8582 -0.8664 0.3731
7 H 0.6785 -0.7757 0.9221
8 H 0.9485 0.7094 -0.6868

- Largest force on an atom: 5.79 eV Å⁻¹
- Net charge: 0
- M: 125.04 g/mol
- HOMO (spin up / spin down): -7.780 / -9.031 eV
- ΔE to the lowest compared entry with this formula, charge and spin: 4.413 eV
- E_LUMO (spin up / spin down): 0.06 / -0.87 eV

---

# 6
# C8H11P

2 unconnected molecules or ions with the total composition C8H11P (ωB97M-V with the def2-TZVPD basis set, the Open Molecules 2025 dataset).

Positions of all 20 atoms, in Å:
1 C -0.7347 0.9407 0.7067
2 C -0.6812 -0.3609 0.1791
3 C 1.2567 1.3948 -0.4891
4 C 0.1315 1.9270 0.2296
5 C 1.3139 0.0930 -0.8433
6 C 0.3976 -0.8185 -0.5763
7 C 0.0479 3.3263 0.7072
8 C 0.5688 -2.2477 -0.9480
9 P -3.3891 -2.2060 -0.0840
10 H -1.5572 1.0484 1.3808
11 H -1.2202 -1.1547 0.7000
12 H 1.9757 2.0037 -0.9319
13 H 2.2276 -0.2275 -1.4928
14 H -0.5118 3.8512 -0.0116
15 H 0.9921 3.7970 0.7999
16 H -0.4211 3.5635 1.6638
17 H 1.4523 -2.6808 -0.5117
18 H 0.4982 -2.2762 -2.0660
19 H -0.2699 -2.9400 -0.7873
20 H -3.1056 -0.8834 -0.4824

- Largest force on an atom: 5.51 eV Å⁻¹
- Net charge: 0
- M: 138.15 g/mol
- HOMO (spin up / spin down): -8.548 / -8.611 eV
- ΔE to the lowest compared entry with this formula, charge and spin: 2.137 eV
- E_LUMO (spin up / spin down): -1.37 / -1.40 eV

---

# 7
# C3H5ClO

C3H5ClO in the gas phase (ωB97M-V with the def2-TZVPD basis set, the Open Molecules 2025 dataset).

Positions of all 10 atoms, in Å:
1 C 0.1743 0.7785 -0.6144
2 C 0.4877 -0.7237 -0.2237
3 C -0.7577 -0.7418 0.5114
4 O -0.6966 -0.5380 1.8185
5 Cl -2.0880 -1.5650 -0.2027
6 H 0.5683 1.4736 0.0261
7 H -0.6684 1.1219 -1.0828
8 H 0.6375 -1.3826 -1.0641
9 H 1.3243 -0.6589 0.5126
10 H -1.4280 -0.0849 2.0909

- Largest force on an atom: 4.66 eV Å⁻¹
- Net charge: 0
- M: 92.52 g/mol
- HOMO: -7.610 eV
- ΔE to the lowest compared entry with this formula, charge and spin: 3.217 eV
- E_LUMO: 0.66 eV